Record 1
Computed, not measured: an isolated ion of composition C7H13N2 and charge +1 at a distorted geometry, with ωB97M-V/def2-TZVPD.

```
22
Properties=species:S:1:pos:R:3:forces:R:3
C -1.04695 -1.69055 0.20490 -1.7942 -0.4333 -0.6000
C -2.98500 1.16915 0.15631 0.4277 1.8520 -0.0711
C 0.20214 -1.10150 0.76266 -0.0861 -1.4578 -0.2413
C -0.09721 1.12568 -0.22549 -2.4718 2.0263 2.1435
C 0.78124 0.04310 -0.19882 2.1783 -3.5443 2.4321
C 1.31498 -0.57384 -1.48769 0.6259 -1.8099 0.8896
C 2.00823 0.54506 0.74492 -0.4916 2.1986 -0.9804
N -2.06347 -0.97316 -0.10423 -0.9365 0.0355 -0.3046
N -2.01743 0.38363 -0.13168 2.3943 1.0885 0.3818
H -1.34979 -2.77730 -0.07522 1.4420 1.6546 0.9489
H -3.85439 0.86002 0.77747 0.4220 -0.0899 -1.0093
H -2.89106 2.30133 -0.17642 -0.0377 -2.5391 1.0074
H 0.00201 -0.76777 1.82262 0.2928 -0.1145 -1.1732
H 0.93161 -1.94155 0.75760 -0.1236 0.8502 0.3432
H -0.00666 1.83137 0.70235 -1.2642 -1.4867 -1.8240
H -0.12983 1.59732 -1.14479 -0.6416 1.3300 -1.7298
H 1.79471 0.19834 -2.01165 0.6080 1.0705 -1.0991
H 0.60575 -1.10363 -2.17067 0.4232 0.4208 0.8170
H 2.18190 -1.26694 -1.15811 -1.5870 0.7870 -0.7629
H 1.88788 -0.06392 1.61933 0.9884 -0.1593 0.4207
H 1.68419 1.59401 1.06128 1.2649 -1.2603 -0.1822
H 3.04711 0.61115 0.27533 -1.6334 -0.4188 0.5937
```
Forces are in eV/Å.

Its highest occupied orbital energy is -14.087 eV. As for the charge: +1. For the energy above the lowest of the compared OMol25 structures with the same formula, charge and spin, the calculation gives 5.458 eV. The lowest unoccupied orbital energy is -4.8906 eV.


Record 2
Computed, not measured: C16H23CdCl2F3O19S as an isolated structure at a distorted geometry, with ωB97M-V/def2-TZVPD.

```
65
Properties=species:S:1:pos:R:3:forces:R:3
Cd -0.16528 0.51222 -3.08703 -2.4008 -3.0636 -5.6066
S 0.28534 0.79663 -0.53025 -0.3469 -1.2157 2.2970
O 0.62156 2.08821 -0.09170 1.0289 3.4358 1.8437
O 0.19665 -0.17816 0.53413 0.1350 -0.8159 0.9195
O -0.95248 0.83052 -1.27965 -5.9077 0.9001 1.4354
O 1.15419 0.41857 -1.61030 6.2733 -2.1113 0.0857
C -1.61072 -6.57238 -3.62786 0.3856 -0.5327 -0.0939
O -1.58062 -5.73225 -2.49465 -0.5687 -0.3214 0.2823
C -0.58659 -4.85470 -2.31274 4.4075 -1.6406 -6.7292
O 0.44728 -4.69456 -3.10019 -4.5453 -0.9061 3.3177
O -0.86636 -4.21340 -1.29087 0.3065 2.6239 3.5031
C -0.10775 -3.00387 -1.06423 -0.9054 1.7003 0.0421
H -0.60191 -6.96626 -3.75135 -0.0491 0.3019 -0.8533
H -2.09823 -6.06920 -4.46287 0.7457 0.2347 -0.2548
H -2.24668 -7.44256 -3.46524 -0.1140 0.1558 0.7564
H -0.46733 -2.57607 -0.12840 0.4881 -0.5710 0.2955
H -0.49053 -2.25029 -1.75250 0.0811 -0.1505 -0.4854
H 0.97505 -2.99748 -1.18918 -0.2038 -0.8313 0.2527
C 2.32346 2.69815 -5.80760 1.2389 0.7509 -3.0492
O 1.99292 3.67909 -4.87614 0.1730 -0.7025 0.1937
C 1.23241 3.34737 -3.87357 -0.2512 1.1529 1.4658
O 0.68729 2.28171 -3.66865 1.3206 3.0756 -0.8959
O 1.22652 4.45827 -3.13519 -0.2960 0.4194 -1.1904
C 0.72233 4.48685 -1.83651 0.2037 -1.7263 1.6702
H 2.63091 1.67617 -5.58593 -0.6366 0.2123 0.9858
H 3.18474 3.17966 -6.27071 0.4558 -0.3752 -0.0356
H 1.63193 2.76582 -6.64742 -0.5650 -0.6547 0.2866
H 0.38480 5.45613 -1.46950 -0.1062 0.0838 -0.8570
H 1.55908 4.17387 -1.21201 -0.0594 0.1224 0.2979
H 0.00161 3.68079 -1.69898 -0.3504 0.3749 0.0921
C 0.20363 -2.17729 3.16292 -3.1667 0.3699 -2.8331
C 0.16530 -3.62264 3.62940 -0.7865 2.8910 -0.5539
O 0.23219 -3.42762 4.98474 0.2031 -0.1241 1.2039
C 0.86889 -2.20062 5.26088 1.6002 -1.7933 0.8389
O 1.48125 -2.08961 6.29432 -1.4862 1.0321 -1.9084
O 0.81010 -1.44266 4.13815 1.7438 0.4291 2.8737
F 1.30734 -4.09201 3.12974 1.5104 -2.0973 -0.1616
H -0.77672 -1.71596 3.04378 -0.5569 -0.3844 0.0254
H 0.61466 -2.03369 2.16365 0.7090 -0.1418 0.2783
H -0.70422 -4.20957 3.33355 0.2330 -0.1475 0.1362
C 1.24329 4.20874 1.68576 0.4108 1.1386 0.0621
C 0.73999 3.12980 2.58724 0.5181 -2.5563 -0.2401
O 0.07856 3.71602 3.60454 -1.8534 3.0416 1.1436
C 0.35653 5.08453 3.59939 -1.2204 0.9399 1.3701
O -0.10514 5.92923 4.35018 0.9899 -2.2976 -1.3356
O 1.19224 5.34612 2.60501 0.1192 0.1597 -0.9376
F 1.76981 2.50844 3.23853 1.5820 -0.5587 -0.1153
H 0.64464 4.40169 0.79554 -0.3532 -0.0581 0.4335
H 2.27562 4.13281 1.34427 -0.0920 -0.4773 0.3297
H 0.17466 2.29317 2.17668 -0.2141 0.6026 -0.4422
C -3.16423 -0.68644 1.16457 0.8224 -0.4477 0.1867
C -3.67539 -0.04961 -0.11848 1.3901 -0.4959 1.7335
O -4.87785 0.45144 0.32926 -2.2612 1.3486 -2.9542
C -4.86073 0.74174 1.58588 -1.1595 1.0665 2.8706
O -5.65477 1.44088 2.18819 1.3549 -1.2262 -1.0507
O -3.83035 0.08978 2.12892 0.5407 0.7240 2.0467
F -3.93438 -0.95446 -1.03179 -0.1804 -1.0774 -1.7784
H -2.07981 -0.62556 1.25636 -0.0173 0.3512 0.0987
H -3.45469 -1.71586 1.37438 -0.1944 -0.2196 -0.7351
H -2.98564 0.72629 -0.45062 -0.2207 -0.0049 -0.4985
C 3.09181 -0.35791 1.42686 1.7902 -0.5591 -0.1810
Cl 3.88500 -2.00838 1.19681 -0.2471 0.6662 0.5427
Cl 4.29584 0.88027 2.09284 -0.9952 -1.1162 -0.5804
H 2.90691 -0.15258 0.37247 -0.6090 0.6792 0.6503
H 2.28211 -0.49728 2.14314 0.1591 0.4174 -0.4902
```
Forces are in eV/Å.

Its highest occupied orbital energy (alpha / beta) is -4.085 / -7.180 eV. As for the spin multiplicity: 2. As for the expectation value of S²: 0.751. As for the charge: -1. The lowest unoccupied orbital energy (alpha / beta) is 2.2003 / 1.9378 eV.


Record 3
Computed, not measured: C30H23ClN2O6PTl as an isolated structure at a distorted geometry, with ωB97M-V/def2-TZVPD.

```
64
Properties=species:S:1:pos:R:3:forces:R:3
C -1.38248 0.30257 2.15121 -0.4902 -0.4983 -0.6946
C -1.73937 1.47281 1.41775 0.4715 -0.2696 -0.3970
C -2.39898 1.05870 0.22003 0.4432 -0.7096 -0.0357
H -1.55856 2.49900 1.73650 -0.1660 -0.1959 0.0236
C -2.41987 -0.36482 0.19913 0.1171 0.5698 0.6398
C -1.83335 -0.82965 1.40728 -0.1298 1.0560 0.0317
H -1.81677 -1.86398 1.73466 0.0683 0.3371 -0.1341
H -0.88758 0.27940 3.11824 -0.1410 0.0408 -0.1948
H -2.86739 1.69493 -0.52762 -0.0065 -0.0651 0.1124
H -2.81069 -0.99107 -0.59706 -0.1289 0.1013 0.1645
Tl 1.37629 0.94352 0.12574 -0.3256 -0.6218 1.9262
Cl 0.13798 0.13575 -2.41758 -0.2130 0.8018 -0.6044
P 0.39067 2.02064 -3.15452 -0.4366 0.0053 -0.6490
C -1.01261 2.27461 -4.26862 -0.2877 0.1727 -0.5063
C -1.49623 3.58552 -4.47021 0.0155 -0.2214 0.1856
H -1.02921 4.43133 -3.96169 -0.1595 -0.2831 -0.0785
C -2.58676 3.81346 -5.30985 0.1510 -0.2521 -0.0126
H -2.94071 4.83349 -5.45986 0.0447 -0.3068 0.0748
C -3.21163 2.73947 -5.95012 0.2772 0.0074 0.1122
H -4.08413 2.92185 -6.58109 0.2798 -0.1187 0.2115
C -2.70085 1.44390 -5.80378 0.0619 0.2102 -0.0027
H -3.18607 0.61560 -6.32464 0.2590 0.2340 0.1887
C -1.58302 1.21320 -4.99838 -0.1326 0.2045 0.2041
H -1.16763 0.20949 -4.92200 -0.1952 0.1879 0.0832
C 0.41526 3.40815 -2.01537 -0.0466 0.6537 0.3137
C -0.61827 3.60092 -1.08111 -0.1497 -0.3949 -0.1700
H -1.39163 2.83925 -0.97856 0.2653 0.1090 0.1901
C -0.65741 4.74235 -0.28755 0.2634 0.3152 -0.1182
H -1.42907 4.85433 0.47730 0.2191 -0.1177 -0.3234
C 0.28414 5.75947 -0.48752 -0.0806 -0.1889 -0.1451
H 0.23823 6.67446 0.10803 0.0189 -0.3278 -0.1845
C 1.26560 5.62186 -1.47526 -0.0333 -0.1627 -0.0469
H 1.96817 6.43145 -1.68218 -0.1909 -0.2798 0.1628
C 1.35420 4.44552 -2.21788 0.0064 -0.3634 -0.0275
H 2.14253 4.32336 -2.96232 -0.2046 0.1311 0.2359
C 1.91672 2.04499 -4.09684 0.5973 0.0472 -0.3348
C 1.89149 2.43484 -5.45078 -0.0257 -0.1949 0.3149
H 0.93896 2.66435 -5.93178 0.3061 -0.0615 0.1168
C 3.08141 2.51820 -6.17410 0.0198 -0.0433 0.2011
H 3.04348 2.82460 -7.22044 0.0777 -0.1218 0.3127
C 4.29976 2.22032 -5.55609 -0.3033 0.0932 0.1222
H 5.22552 2.29684 -6.12631 -0.2305 -0.0590 0.1763
C 4.33360 1.85309 -4.20460 -0.2134 0.0909 -0.0638
H 5.28955 1.65034 -3.71985 -0.3133 0.0123 -0.1305
C 3.14930 1.76745 -3.46997 -0.0985 0.0174 -0.2459
H 3.18173 1.49356 -2.41183 -0.0168 0.0496 -0.3296
O 1.67371 -0.40937 2.33981 -0.2149 -0.9699 -0.9341
C 1.21186 -1.47414 1.81715 0.2120 0.6588 -0.5407
O 0.93715 -1.65216 0.58726 0.6411 0.5782 1.1329
C 0.94187 -2.62291 2.77316 -0.1564 -0.8339 0.7136
C -0.10603 -3.51798 2.52133 -0.0772 -0.2800 0.2633
C -0.45874 -4.50401 3.46856 1.4526 1.4609 0.1155
C 0.31581 -4.70660 4.61334 -0.0393 0.0281 -0.0160
C 1.40591 -3.85831 4.83831 -0.8687 0.4966 -1.8464
C 1.68796 -2.79165 3.95275 -0.0783 -0.3093 0.1908
N 2.25082 -4.10184 5.97451 1.4516 -0.6834 2.4246
O 1.93170 -5.03715 6.74554 0.5786 1.7590 -1.4865
O 3.25956 -3.39036 6.14904 -1.8451 -1.1306 -0.5072
N -1.69507 -5.21684 3.30788 -2.5180 -1.6648 -0.5412
O -2.40616 -4.94807 2.31407 1.4790 -0.4754 1.8998
O -2.01727 -6.06458 4.17124 0.7781 1.6407 -1.5480
H -0.67370 -3.43138 1.59983 0.1346 0.0009 0.2295
H 0.07535 -5.50346 5.31270 0.0276 0.2714 -0.1527
H 2.50174 -2.10789 4.18413 -0.2003 -0.1374 -0.0722
```
Forces are in eV/Å.

Its highest occupied orbital energy is -5.896 eV. As for the charge: 0. For the energy above the lowest of the compared OMol25 structures with the same formula, charge and spin, the calculation gives 0.314 eV. The lowest unoccupied orbital energy is -1.5656 eV.